No. 1
{"formula": "C24H18AlN4O2", "method": "wB97M-V/def2-TZVPD", "elements": ["Al", "O", "C", "N", "C", "O", "C", "C", "C", "C", "C", "N", "C", "C", "C", "C", "C", "N", "H", "H", "H", "H", "H", "H", "H", "H", "N", "C", "C", "C", "C", "C", "C", "C", "C", "C", "C", "C", "C", "H", "H", "H", "H", "H", "H", "H", "H", "H", "H"], "positions_angstrom": [[0.361, -0.591, 0.194], [4.017, 0.978, 0.862], [2.852, 0.680, 0.821], [2.259, -0.483, 0.414], [2.899, -1.660, 0.092], [3.983, -1.835, -0.393], [1.982, -2.804, 0.495], [2.418, -4.112, 0.524], [1.603, -5.072, 1.109], [0.398, -4.676, 1.672], [0.010, -3.352, 1.569], [0.769, -2.436, 0.961], [1.762, 1.581, 1.370], [2.061, 2.725, 2.080], [1.016, 3.457, 2.628], [-0.289, 3.030, 2.419], [-0.509, 1.885, 1.680], [0.499, 1.161, 1.181], [3.396, -4.349, 0.129], [1.910, -6.108, 1.148], [-0.238, -5.381, 2.187], [-0.917, -3.003, 2.002], [3.097, 3.009, 2.192], [1.217, 4.343, 3.215], [-1.127, 3.583, 2.818], [-1.508, 1.522, 1.468], [0.671, -0.152, -1.848], [0.103, 1.188, -1.934], [0.884, 2.229, -2.410], [0.390, 3.523, -2.423], [-0.895, 3.766, -1.960], [-1.679, 2.718, -1.510], [-1.204, 1.406, -1.490], [-2.070, 0.273, -1.069], [-3.395, 0.264, -1.504], [-4.232, -0.794, -1.193], [-3.739, -1.864, -0.465], [-2.422, -1.852, -0.028], [-1.551, -0.791, -0.293], [0.142, -0.791, -2.440], [1.619, -0.124, -2.213], [1.887, 2.029, -2.772], [1.005, 4.329, -2.800], [-1.287, 4.775, -1.950], [-2.682, 2.915, -1.153], [-3.766, 1.076, -2.117], [-5.258, -0.788, -1.537], [-4.373, -2.712, -0.245], [-2.069, -2.717, 0.515]], "lowdin_charge": [0.37, 0.15, -0.40, 0.09, -0.40, 0.16, -0.13, 0.04, 0.00, -0.01, -0.08, 0.09, -0.13, 0.04, 0.00, -0.01, -0.06, 0.10, 0.14, 0.13, 0.12, 0.12, 0.13, 0.12, 0.12, 0.13, 0.13, -0.23, -0.01, -0.06, -0.06, -0.02, -0.16, -0.20, -0.02, -0.06, -0.07, -0.10, -0.12, 0.14, 0.13, 0.12, 0.11, 0.11, 0.12, 0.12, 0.11, 0.11, 0.06], "max_force_ev_per_a": 0.38, "homo_ev": -11.51, "e_tot_ev": -41831.7581, "total_charge": 1, "gap_ev": 7.99}

No. 2
{"formula": "C24H18BrN4Ni", "method": "wB97M-V/def2-TZVPD", "elements": ["Ni", "C", "C", "N", "C", "C", "C", "C", "C", "C", "C", "N", "C", "C", "C", "C", "C", "C", "C", "C", "N", "C", "H", "H", "H", "H", "H", "H", "H", "H", "H", "H", "H", "H", "C", "C", "C", "C", "C", "Br", "N", "C", "H", "H", "H", "H", "H", "H"], "positions_angstrom": [[0.363, 0.080, -0.155], [-2.233, -3.246, -0.726], [-1.070, -2.474, -0.827], [-1.044, -1.143, -0.490], [-2.255, -0.559, -0.206], [-3.471, -1.296, -0.073], [-3.439, -2.686, -0.336], [-4.607, -0.574, 0.362], [-4.566, 0.776, 0.649], [-3.371, 1.502, 0.514], [-2.240, 0.851, 0.020], [-0.946, 1.328, -0.178], [-0.693, 2.665, -0.353], [-1.546, 3.722, -0.663], [-1.030, 5.033, -0.688], [0.320, 5.253, -0.458], [1.243, 4.202, -0.198], [2.632, 4.354, 0.061], [3.367, 3.200, 0.260], [2.797, 1.946, 0.164], [1.486, 1.746, -0.086], [0.701, 2.871, -0.207], [-2.187, -4.306, -0.948], [-0.153, -2.948, -1.133], [-4.329, -3.294, -0.191], [-5.556, -1.108, 0.440], [-5.480, 1.265, 0.982], [-3.281, 2.531, 0.860], [-2.598, 3.484, -0.819], [-1.653, 5.894, -0.904], [0.712, 6.274, -0.452], [3.129, 5.326, 0.104], [4.424, 3.246, 0.495], [3.415, 1.050, 0.282], [2.191, -4.685, 1.919], [2.299, -3.535, 0.936], [3.047, -3.731, -0.245], [3.040, -2.785, -1.252], [2.270, -1.623, -1.047], [2.063, -0.424, -2.535], [1.622, -1.368, 0.068], [1.679, -2.313, 1.101], [3.165, -4.801, 2.418], [1.990, -5.612, 1.373], [1.380, -4.510, 2.661], [3.623, -4.651, -0.361], [3.618, -2.899, -2.157], [1.174, -2.026, 2.016]], "mulliken_spin": [1.57, 0.00, 0.00, 0.05, -0.04, 0.00, 0.00, 0.02, -0.01, 0.03, 0.05, 0.17, -0.03, 0.05, -0.02, 0.04, -0.01, 0.01, 0.00, 0.02, 0.03, 0.00, 0.00, 0.00, 0.00, 0.00, 0.00, 0.00, 0.00, 0.00, 0.00, 0.00, 0.00, 0.00, 0.00, 0.00, 0.00, 0.00, -0.01, 0.02, 0.06, 0.00, 0.00, 0.00, 0.00, 0.00, 0.00, 0.00], "spin_multiplicity": 3, "max_force_ev_per_a": 4.28, "homo_ev": [-9.74, -9.82], "e_tot_ev": -142221.6777, "total_charge": 1, "gap_ev": [6.63, 6.43], "e_above_lowest_kcal_mol": 4.1}

No. 3
{"formula": "C24H18Cl2N6PdS", "method": "wB97M-V/def2-TZVPD", "elements": ["Pd", "N", "C", "N", "C", "N", "C", "C", "N", "C", "C", "N", "H", "H", "H", "H", "H", "Cl", "C", "C", "C", "C", "C", "Cl", "C", "S", "H", "H", "H", "C", "C", "C", "C", "C", "C", "N", "C", "C", "C", "C", "C", "C", "H", "H", "H", "H", "H", "H", "H", "H", "H", "H"], "positions_angstrom": [[-0.161, 1.088, -0.318], [-3.490, 2.376, -2.283], [-2.218, 2.655, -2.607], [-1.490, 2.688, -1.523], [-2.388, 2.393, -0.526], [-3.618, 2.217, -0.958], [-1.984, 2.387, 0.884], [-2.888, 2.158, 1.924], [-2.563, 2.369, 3.188], [-1.322, 2.779, 3.437], [-0.384, 2.908, 2.426], [-0.706, 2.723, 1.150], [-4.293, 2.280, -2.878], [-1.864, 2.805, -3.613], [-3.890, 1.808, 1.710], [-1.073, 3.003, 4.467], [0.641, 3.179, 2.640], [2.200, 1.126, -1.140], [2.194, 0.436, -2.734], [3.381, 0.477, -3.445], [3.430, -0.025, -4.732], [2.287, -0.565, -5.300], [1.114, -0.616, -4.573], [-0.282, -1.315, -5.320], [1.014, -0.123, -3.253], [-0.482, -0.258, -2.385], [4.260, 0.905, -2.982], [4.354, 0.000, -5.293], [2.303, -0.948, -6.311], [-1.529, -4.079, -0.452], [-2.377, -2.991, -0.279], [-1.905, -1.824, 0.281], [-0.568, -1.730, 0.714], [0.279, -2.843, 0.536], [-0.198, -3.993, -0.057], [-0.125, -0.552, 1.264], [0.803, -0.594, 2.280], [1.775, 0.412, 2.390], [2.662, 0.429, 3.448], [2.602, -0.551, 4.432], [1.648, -1.555, 4.336], [0.762, -1.588, 3.276], [-1.899, -4.988, -0.908], [-3.405, -3.050, -0.611], [-2.550, -0.965, 0.419], [1.320, -2.752, 0.818], [0.472, -4.827, -0.222], [1.844, 1.144, 1.596], [3.412, 1.208, 3.511], [3.295, -0.538, 5.263], [1.595, -2.325, 5.095], [0.004, -2.358, 3.217]], "lowdin_charge": [0.55, 0.04, -0.17, 0.07, -0.37, 0.13, -0.24, -0.07, 0.10, -0.10, -0.10, 0.05, 0.16, 0.14, 0.12, 0.11, 0.11, 0.72, -0.64, -0.12, -0.09, -0.12, -0.69, 0.66, -0.70, 0.65, 0.10, 0.10, 0.10, -0.10, -0.10, -0.08, -0.37, -0.04, -0.08, 0.01, -0.31, -0.08, -0.10, -0.12, -0.09, -0.04, 0.10, 0.10, 0.10, 0.12, 0.10, 0.04, 0.10, 0.09, 0.10, 0.11], "max_force_ev_per_a": 2.16, "homo_ev": [-6.70, -6.69], "e_tot_ev": -73479.0018, "total_charge": 0, "gap_ev": [4.98, 4.96], "e_above_lowest_kcal_mol": 53.3}

No. 4
{"formula": "C24H18CrIN9O2S2Se", "method": "wB97M-V/def2-TZVPD", "elements": ["Cr", "C", "C", "N", "C", "C", "C", "C", "C", "C", "C", "C", "C", "N", "C", "H", "H", "H", "H", "H", "H", "H", "H", "N", "C", "N", "C", "C", "S", "C", "C", "S", "C", "N", "N", "H", "H", "H", "H", "H", "H", "Se", "N", "C", "C", "C", "C", "N", "C", "N", "H", "H", "H", "I", "O", "C", "O", "H"], "positions_angstrom": [[-1.217, 0.209, -0.562], [-2.463, -0.625, 3.552], [-2.427, -0.589, 2.156], [-1.532, 0.104, 1.481], [-0.628, 0.834, 2.182], [-0.599, 0.875, 3.575], [-1.547, 0.101, 4.268], [0.346, 1.731, 4.234], [1.173, 2.529, 3.528], [1.142, 2.529, 2.094], [1.904, 3.399, 1.300], [1.734, 3.386, -0.063], [0.848, 2.472, -0.632], [0.172, 1.599, 0.090], [0.276, 1.652, 1.435], [-3.224, -1.214, 4.043], [-3.157, -1.141, 1.578], [-1.557, 0.111, 5.351], [0.357, 1.746, 5.317], [1.852, 3.206, 4.031], [2.600, 4.086, 1.768], [2.273, 4.070, -0.703], [0.696, 2.445, -1.702], [3.315, -1.032, 0.995], [3.101, -0.783, -0.327], [1.924, -0.694, -0.866], [2.009, -0.336, -2.192], [3.275, -0.167, -2.658], [4.424, -0.468, -1.417], [0.827, -0.097, -3.045], [0.938, -0.208, -4.384], [-0.486, 0.311, -5.192], [-1.205, 0.664, -3.655], [-0.451, 0.336, -2.600], [-2.391, 1.254, -3.608], [2.529, -1.420, 1.492], [4.234, -1.307, 1.293], [3.599, 0.143, -3.638], [1.787, -0.555, -4.948], [-2.903, 1.441, -4.450], [-2.694, 1.662, -2.729], [0.625, -3.560, 2.671], [0.177, -4.773, 1.496], [-0.193, -4.134, 0.408], [-0.580, -4.767, -0.802], [-0.855, -3.956, -1.849], [-0.830, -2.547, -1.694], [-0.555, -1.892, -0.590], [-0.161, -2.677, 0.476], [0.284, -2.186, 1.612], [-0.632, -5.846, -0.863], [-1.142, -4.362, -2.809], [-1.095, -1.939, -2.546], [-3.608, -0.897, -1.127], [-2.464, 2.787, 1.049], [-2.587, 2.835, -0.159], [-2.169, 1.952, -1.027], [-3.069, 3.701, -0.639]], "mulliken_spin": [3.30, 0.00, 0.03, -0.09, -0.04, -0.01, 0.01, 0.00, 0.00, 0.00, 0.01, 0.00, 0.05, -0.08, 0.02, 0.00, 0.00, 0.00, 0.00, 0.00, 0.00, 0.00, 0.00, 0.00, 0.01, -0.01, -0.01, 0.00, 0.00, 0.02, 0.00, 0.00, 0.03, -0.10, 0.01, 0.00, 0.00, 0.00, 0.00, 0.00, 0.00, 0.00, 0.00, 0.00, 0.01, -0.01, 0.02, -0.04, -0.01, 0.00, 0.00, 0.00, 0.01, -0.08, 0.01, 0.00, -0.04, 0.00], "spin_multiplicity": 4, "max_force_ev_per_a": 1.48, "homo_ev": [-10.51, -10.51], "e_tot_ev": -166224.4090, "total_charge": 1, "gap_ev": [6.53, 6.51], "e_above_lowest_kcal_mol": 0.0}